No. 1
{"formula": "C26H30N9Sn", "method": "the ωB97M-V functional and the def2-TZVPD basis", "total_charge": 1, "de_lowest_ev": 0.000, "homo_ev": -9.85, "gap_ev": 6.8547, "symbols": ["Sn", "N", "N", "N", "N", "N", "N", "N", "N", "N", "C", "C", "C", "C", "C", "C", "C", "C", "C", "C", "C", "C", "C", "C", "C", "C", "C", "C", "C", "C", "C", "C", "C", "C", "C", "C", "H", "H", "H", "H", "H", "H", "H", "H", "H", "H", "H", "H", "H", "H", "H", "H", "H", "H", "H", "H", "H", "H", "H", "H", "H", "H", "H", "H", "H", "H"], "coordinates": [[9.81062, 13.07984, 6.85281], [7.37618, 14.22432, 8.94827], [8.02755, 13.17541, 8.22282], [11.20119, 13.69613, 8.63302], [9.95126, 9.95016, 7.32772], [9.50838, 15.31328, 7.09446], [9.68559, 7.84873, 8.53865], [12.22166, 14.36312, 7.88658], [9.15722, 7.90338, 6.16644], [11.42233, 8.08833, 6.91186], [9.09887, 9.36256, 6.26275], [11.78621, 12.85586, 9.45662], [10.59621, 16.68392, 5.40252], [13.18574, 12.88438, 9.19153], [7.75412, 15.58952, 8.83043], [9.04713, 17.44482, 8.17799], [14.23286, 17.73536, 4.98602], [13.41950, 13.82403, 8.22219], [6.90059, 16.47423, 9.52259], [6.27286, 12.35987, 9.33143], [8.83653, 16.06036, 8.02515], [10.51713, 7.53216, 5.87652], [6.31428, 13.68579, 9.60599], [11.08833, 7.46874, 8.17556], [7.29068, 12.07371, 8.42075], [7.04245, 17.85869, 9.47967], [12.99407, 16.99615, 5.41590], [11.71778, 17.32996, 4.92627], [11.32687, 9.52741, 7.05767], [13.11428, 15.94716, 6.31178], [9.55904, 9.31036, 8.60399], [8.21272, 18.32342, 8.84819], [6.08195, 18.77437, 10.20499], [10.67157, 15.79840, 6.50353], [8.80813, 7.36048, 7.49361], [11.96551, 15.35458, 6.87567], [14.22489, 18.73138, 5.46306], [7.76402, 7.60624, 7.70452], [8.04086, 9.63017, 6.40061], [5.05278, 18.45746, 10.02748], [10.56194, 6.44491, 5.89144], [5.58028, 11.65326, 9.75814], [8.82329, 6.24021, 7.49895], [12.01279, 9.76387, 7.86604], [9.46680, 9.79719, 5.29166], [14.31272, 14.21700, 7.80320], [11.25546, 12.27111, 10.19752], [11.19122, 6.37709, 8.13369], [14.22496, 18.00746, 3.93542], [7.57873, 11.12933, 7.97969], [5.64181, 14.28867, 10.21729], [10.15412, 9.67394, 9.43955], [11.68427, 7.92844, 8.95049], [9.93494, 17.84302, 7.70998], [15.13270, 17.19943, 5.25725], [8.44324, 19.38912, 8.78727], [11.59522, 18.15875, 4.22589], [10.82413, 7.95776, 4.91391], [6.19845, 19.78204, 9.83218], [9.60018, 16.92823, 5.03519], [6.26213, 18.80342, 11.27287], [13.96789, 12.33574, 9.66776], [8.49742, 9.51292, 8.82982], [11.63455, 10.01445, 6.10020], [6.06553, 16.02827, 10.09591], [14.07872, 15.59073, 6.69363]], "atomic_forces_ev_per_a": [[-0.9, 1.8, 0.7], [0.9, -2.3, -1.3], [-1.3, 1.1, 0.6], [0.0, 1.6, -1.5], [-0.6, 0.0, 0.9], [0.1, -2.3, -0.1], [0.1, -0.3, 0.2], [-1.2, -1.5, 1.1], [-0.5, 0.4, 0.4], [0.7, -1.1, -0.5], [0.1, 0.3, -1.1], [2.4, 0.0, -0.8], [0.1, 0.2, 0.7], [-0.1, -0.3, 0.7], [0.0, 0.7, 0.0], [0.5, 0.2, -0.1], [-0.6, 1.0, 0.2], [-1.6, 0.2, 0.5], [-0.1, -0.1, -0.1], [-0.6, -1.7, -0.2], [-1.4, 0.2, 0.7], [0.7, 0.8, 0.3], [0.8, 1.1, -0.2], [-1.2, 1.0, 0.2], [0.2, 0.8, 1.1], [0.7, -0.4, 0.4], [0.3, -0.3, -0.3], [0.1, 0.1, 0.1], [0.1, -0.3, -1.5], [-0.6, -0.3, 0.5], [-0.5, -0.8, -0.1], [-0.5, -0.4, -0.3], [0.1, -0.3, -0.5], [1.0, 0.1, -0.6], [-0.5, -1.1, -0.2], [-0.1, 0.7, -0.2], [0.2, -0.4, 0.2], [0.1, 0.3, 0.1], [0.3, 0.2, 0.1], [0.0, 0.1, 0.1], [0.4, 0.0, -0.2], [-0.1, 0.0, -0.2], [0.3, 0.9, -0.3], [-0.1, 0.6, 0.1], [-0.5, -0.4, 0.7], [0.5, -0.2, 0.0], [-0.1, 0.1, -0.3], [0.0, 0.3, 0.1], [0.1, -0.4, -0.3], [0.0, 0.2, 0.0], [0.4, -0.5, -0.3], [0.2, 0.2, -0.1], [0.6, -0.3, 0.3], [0.0, 0.2, -0.2], [0.2, 0.0, -0.1], [-0.1, -0.3, 0.2], [0.2, -0.4, 0.0], [-0.1, -0.3, 0.0], [-0.1, 0.3, -0.1], [0.2, 0.0, 0.1], [0.1, -0.1, 0.2], [0.1, -0.3, 0.3], [0.4, 0.1, -0.1], [0.0, -0.3, 0.7], [0.6, 0.7, -0.5], [-0.3, 0.7, -0.6]]}



No. 2
{"formula": "C38H40N4O2PRbSSi", "method": "the ωB97M-V functional and the def2-TZVPD basis", "de_lowest_ev": 1.061, "homo_ev": -5.88, "gap_ev": 6.1819, "symbols": ["Rb", "S", "P", "Si", "O", "O", "N", "N", "N", "N", "C", "C", "C", "C", "C", "C", "C", "C", "C", "C", "C", "C", "C", "C", "C", "C", "C", "C", "C", "C", "C", "C", "C", "C", "C", "C", "C", "C", "C", "C", "C", "C", "C", "C", "C", "C", "C", "C", "H", "H", "H", "H", "H", "H", "H", "H", "H", "H", "H", "H", "H", "H", "H", "H", "H", "H", "H", "H", "H", "H", "H", "H", "H", "H", "H", "H", "H", "H", "H", "H", "H", "H", "H", "H", "H", "H", "H", "H"], "coordinates": [[-0.03698, -0.17118, 0.76429], [-3.46715, 2.02847, 2.26268], [0.41509, 1.90117, -1.74814], [-1.82536, -2.26758, 2.83275], [-3.68096, 2.62441, -0.87343], [1.86411, -2.26233, 0.44259], [-5.60051, 0.48890, 3.01104], [-2.39106, 2.98638, -1.23374], [-5.48570, 0.79708, 0.88780], [-0.31506, -2.45715, 2.11652], [5.78757, -1.28588, -0.51909], [-6.59329, 0.00129, 1.10908], [5.48509, -1.73927, 0.76083], [3.27223, 1.87748, -1.39146], [1.92962, 2.73317, 0.40143], [0.20283, 3.57508, -2.52609], [1.63016, -3.48113, 1.12146], [2.43557, -4.57400, 0.86557], [-1.17209, 5.17849, -3.70142], [4.76793, -1.15378, -1.44808], [-3.06763, -1.81999, 1.45773], [-5.28463, 0.48506, 4.42643], [1.09125, -5.90011, 2.31619], [-2.33533, 3.50007, -2.38924], [0.48838, -0.42567, -3.19209], [-6.66355, -0.19145, 2.43710], [1.58918, -0.85733, -5.27841], [1.31387, 4.33116, -2.89588], [0.48013, -3.53950, 1.95002], [2.01511, 2.17899, -0.88053], [3.17149, -1.94447, 0.16351], [1.19724, 5.47780, -3.66959], [1.64128, 1.34905, -4.31223], [0.83187, -1.30683, -4.20851], [0.27106, -4.81132, 2.54503], [4.32074, 2.69259, 0.61679], [3.45932, -1.46694, -1.10629], [4.41707, 2.13726, -0.64873], [1.98443, 0.47405, -5.33132], [-2.67205, -3.63833, 3.81766], [-0.05273, 5.88981, -4.09994], [-4.86292, 1.10510, 2.05270], [3.07064, 2.99254, 1.14270], [2.18514, -5.79941, 1.46714], [-1.75601, -0.79812, 4.01777], [-1.06370, 4.04985, -2.89126], [0.90323, 0.90634, -3.21550], [4.18786, -2.08203, 1.10349], [-0.11801, -0.78266, -2.36630], [-3.16404, -2.65956, 0.76420], [6.27043, -1.84615, 1.49815], [2.98511, 3.42831, 2.12963], [-3.56492, 2.44181, 0.08410], [1.86310, -1.53650, -6.07501], [2.56446, 0.83357, -6.17166], [2.65797, -1.38011, -1.82980], [5.21486, 2.88556, 1.19461], [-6.11822, 0.89355, 4.99649], [-5.13824, 1.09325, -0.00988], [3.95701, -2.47298, 2.08549], [-1.67561, 0.16414, 3.50732], [-2.03648, -3.99481, 4.63177], [-2.15832, 5.52277, -3.98910], [-3.24001, 3.65483, -2.97666], [-7.36882, -0.74655, 3.02772], [3.36546, 1.43447, -2.37478], [2.82500, -6.64795, 1.26775], [0.86966, -6.84211, 2.80414], [0.95651, 2.99323, 0.81010], [-4.40305, 1.10198, 4.57598], [-2.92304, -4.49790, 3.19171], [0.50503, -2.33720, -4.16210], [5.38761, 1.88781, -1.05710], [-7.21549, -0.35750, 0.31120], [-2.65615, -0.75014, 4.63583], [-3.59762, -3.26032, 4.26035], [1.94537, 2.38585, -4.38423], [-5.07473, -0.53093, 4.75874], [-0.89831, -0.90304, 4.68686], [2.29839, 4.01596, -2.57469], [-0.16003, 6.77025, -4.71948], [2.08390, 6.03300, -3.94678], [-2.74770, -0.94693, 0.87743], [-0.57900, -4.91728, 3.20379], [3.27494, -4.47076, 0.18862], [4.98576, -0.81285, -2.45334], [6.80731, -1.04103, -0.78545], [-4.06290, -1.59291, 1.85507]], "atomic_forces_ev_per_a": [[0.1, 0.3, 0.1], [-0.1, 0.1, -0.2], [0.2, 0.5, -0.4], [-0.1, 0.1, 0.0], [0.2, 0.0, -0.1], [0.1, 0.0, 0.1], [0.0, 0.0, 0.0], [-0.2, 0.1, 0.1], [0.0, 0.0, 0.0], [0.0, -0.5, 0.2], [0.0, 0.0, 0.0], [0.1, 0.0, 0.0], [0.0, 0.0, 0.0], [0.0, 0.0, 0.0], [-0.1, 0.0, -0.1], [0.1, -0.1, 0.0], [-0.1, -0.1, -0.1], [0.0, 0.0, -0.1], [0.0, 0.1, 0.0], [0.0, 0.0, 0.0], [0.0, 0.0, 0.1], [0.0, 0.0, 0.0], [0.0, 0.0, 0.0], [0.0, -0.1, 0.0], [0.0, 0.0, 0.0], [0.0, 0.0, 0.0], [0.0, 0.0, 0.0], [0.0, 0.0, 0.0], [-0.1, 0.1, 0.0], [-0.1, 0.0, 0.0], [0.0, -0.1, -0.1], [0.0, 0.0, 0.0], [0.0, 0.1, 0.0], [0.0, 0.0, 0.0], [0.0, 0.0, 0.0], [0.0, 0.0, 0.0], [0.0, -0.1, -0.1], [0.0, 0.0, 0.0], [0.0, 0.0, 0.0], [0.1, -0.1, 0.0], [0.0, 0.0, 0.0], [0.0, -0.2, 0.1], [0.0, 0.0, 0.0], [0.0, 0.0, 0.0], [0.0, 0.0, 0.0], [-0.1, 0.0, 0.0], [-0.1, -0.1, 0.1], [0.0, 0.1, 0.1], [0.0, 0.0, 0.0], [0.0, 0.0, 0.0], [0.0, 0.0, 0.0], [0.0, 0.0, 0.0], [0.0, 0.1, 0.2], [0.0, 0.0, 0.0], [0.0, 0.0, 0.0], [0.0, 0.0, 0.0], [0.0, 0.0, 0.0], [0.0, 0.0, 0.0], [0.0, 0.0, 0.0], [0.0, 0.0, 0.0], [0.0, 0.0, 0.0], [0.0, 0.0, 0.0], [0.0, 0.0, 0.0], [0.0, -0.1, 0.0], [0.0, 0.0, 0.0], [0.0, 0.0, 0.0], [0.0, 0.0, 0.0], [0.0, 0.0, 0.0], [0.0, 0.0, 0.0], [0.0, 0.0, 0.0], [0.0, 0.0, 0.0], [0.0, 0.0, 0.0], [0.0, 0.0, 0.0], [0.0, 0.0, 0.0], [0.0, 0.0, 0.0], [0.0, 0.0, 0.0], [0.0, 0.0, 0.0], [0.0, 0.0, 0.0], [0.0, 0.0, 0.0], [0.0, 0.0, 0.0], [0.0, 0.0, 0.0], [0.0, 0.0, 0.0], [-0.1, 0.0, 0.0], [0.0, 0.0, 0.0], [0.0, 0.0, 0.0], [0.0, 0.0, 0.0], [0.0, 0.0, 0.0], [0.0, 0.0, 0.0]]}